No. 1
DFT (ωB97M-V/def2-TZVPD) results for a 2-piece molecular cluster, C6H17N2 overall.

Properties
Kohn-Sham gap: 0.33819 Eh
Maximum force: 0.59 eV/A
E_HOMO: -11.989 eV
Total charge: +1
LUMO energy: -2.79 eV

Each line ends with the natural charge from an NBO analysis.
Element x y z (Å)
C  0.98934  -0.95788  1.02526  -0.61
C  -0.29170  -1.33605  1.03611  0.04
N  -1.21591  -1.04588  2.01647  -0.60
C  -2.18384  -2.11043  2.33708  -0.41
H  1.42162  -0.48793  1.90244  0.21
H  1.61742  -1.19228  0.17981  0.22
H  -0.70712  -1.90438  0.20726  0.19
H  -0.76641  -0.67172  2.84300  0.38
H  -2.91015  -1.71476  3.03572  0.22
H  -2.69085  -2.38730  1.41862  0.20
H  -1.69358  -2.98795  2.75081  0.20
C  2.45388  0.97652  -1.80719  -0.64
C  0.94819  0.85470  -1.94914  -0.21
N  0.25016  1.51577  -0.78765  -0.51
C  -1.24095  1.44426  -0.85376  -0.42
H  2.75464  0.75867  -0.77928  0.22
H  2.94604  0.25532  -2.45792  0.26
H  2.80821  1.97305  -2.06904  0.23
H  0.55411  1.34926  -2.83527  0.22
H  0.60887  -0.17962  -1.95635  0.22
H  0.55883  2.48772  -0.75872  0.43
H  0.54912  1.06258  0.09044  0.46
H  -1.56780  1.80479  -1.82864  0.23
H  -1.65860  2.07626  -0.07630  0.24
H  -1.53352  0.41726  -0.68375  0.24

No. 2
DFT (ωB97M-V/def2-TZVPD) results for a 2-piece molecular cluster, C6H17N2 overall at a distorted geometry.

Properties
Kohn-Sham gap: 0.16974 Eh
Maximum force: 4.25 eV/A
E_HOMO: -13.057 eV
Total charge: +1
LUMO energy: -8.44 eV

Each line ends with the natural charge from an NBO analysis.
Element x y z (Å)
N  0.09388  -0.21485  2.66536  -0.75
C  -1.39674  -0.29581  2.18477  -0.22
C  -2.13481  0.98132  2.40264  -0.63
N  0.44916  0.09547  -0.48249  0.16
C  1.53068  0.77147  -1.14085  -0.35
C  2.91230  0.09895  -0.95390  -0.55
C  -0.11520  -0.85861  -1.45929  -0.34
C  -1.14460  -0.33853  -2.47277  -0.56
H  -2.01514  1.39997  3.40480  0.24
H  0.68833  0.00919  1.75155  0.34
H  0.51963  -1.13705  2.85734  0.37
H  -1.36370  -0.70673  1.14874  0.17
H  -1.87619  -1.18159  2.78968  0.21
H  -1.67827  1.70950  1.75154  0.20
H  -3.21426  0.90788  2.11345  0.23
H  1.27330  1.06851  -2.20390  0.25
H  1.62308  1.72857  -0.60952  0.26
H  3.72506  0.68132  -1.29873  0.27
H  2.90645  -0.88559  -1.41733  0.23
H  3.01226  -0.01856  0.15226  0.24
H  0.72941  -1.31932  -2.22511  0.25
H  -0.52161  -1.74744  -0.88660  0.27
H  -1.87479  0.27297  -1.94803  0.24
H  -0.55973  0.24315  -3.16374  0.22
H  -1.56851  -1.26419  -2.95987  0.27

No. 3
DFT (ωB97M-V/def2-TZVPD) results for a 2-piece molecular cluster, C6H17N2O overall at a distorted geometry.

Properties
Kohn-Sham gap: 0.40929 Eh
Maximum force: 5.01 eV/A
E_HOMO: -14.057 eV
Total charge: +1
LUMO energy: -2.92 eV

Each line ends with the natural charge from an NBO analysis.
Element x y z (Å)
C  2.83971  -0.49512  0.72512  -0.65
C  1.43338  -0.82993  -1.42264  -0.63
C  1.41394  1.40753  0.07398  -0.62
C  -2.85047  1.61405  0.61064  -0.42
C  -2.53841  -0.67859  -0.33377  0.40
C  1.50411  -0.11240  0.06895  0.28
N  -1.77659  -1.64725  -0.72622  -0.72
N  -2.12404  0.49624  0.17622  -0.53
O  0.41706  -0.58011  0.85778  -0.80
H  2.82326  -1.64536  0.64895  0.22
H  3.61145  0.07929  0.24888  0.24
H  2.92830  -0.36962  1.82911  0.22
H  0.87301  -1.76904  -1.24483  0.19
H  2.32919  -1.11822  -1.82006  0.23
H  0.97210  -0.08909  -2.12432  0.22
H  0.41811  1.68132  -0.10519  0.18
H  1.71795  1.82247  0.97650  0.22
H  2.07447  1.68352  -0.71757  0.22
H  -3.90665  1.43365  0.55486  0.23
H  -2.50882  1.95022  1.66206  0.24
H  -2.63379  2.46655  -0.08638  0.23
H  -3.71769  -0.85209  -0.48423  0.23
H  -2.15603  -2.53408  -0.85005  0.43
H  -0.81558  -1.52674  -0.50345  0.43
H  -1.09802  0.50340  0.21525  0.44
H  0.77006  -0.89059  1.77041  0.51

No. 4
DFT (ωB97M-V/def2-TZVPD) results for an isolated ion of composition C6H17N2O4 and charge +1 at a distorted geometry.

Properties
Structure (SMILES): CC[N@H+](CCN)[C@H](O)C(O)(O)O
Kohn-Sham gap: 0.38535 Eh
Maximum force: 6.04 eV/A
E_HOMO: -12.970 eV
Total charge: +1
LUMO energy: -2.48 eV

Each line ends with the natural charge from an NBO analysis.
Element x y z (Å)
C  0.93813  2.51981  0.57674  -0.63
C  0.26890  1.76428  -0.55871  -0.22
N  0.27643  0.29285  -0.15750  -0.43
C  1.62718  -0.28607  -0.52843  -0.25
C  1.90848  -1.33167  0.55596  -0.27
N  1.33146  -2.62825  0.24962  -0.83
C  -0.74031  -0.63188  -0.69091  0.17
O  -0.89984  -0.56070  -2.02258  -0.66
C  -2.27487  -0.21401  0.31051  0.73
O  -2.87005  0.73213  -0.47616  -0.72
O  -1.66080  0.31520  1.43181  -0.74
O  -3.03564  -1.32190  0.63511  -0.71
H  2.07752  2.38117  0.43786  0.23
H  0.56899  3.47507  0.44399  0.25
H  0.52046  2.15085  1.59868  0.23
H  -0.81195  1.90410  -0.79352  0.24
H  0.71433  1.78150  -1.46988  0.20
H  -0.00252  0.42380  0.75689  0.48
H  2.42267  0.58462  -0.62333  0.25
H  1.66431  -0.59217  -1.59168  0.26
H  1.50296  -1.17863  1.60524  0.22
H  3.08459  -1.42223  0.66746  0.21
H  1.72523  -3.41486  0.69677  0.39
H  1.57293  -2.71028  -0.74759  0.35
H  -0.33437  -1.66994  -0.21405  0.26
H  -0.81181  0.38144  -2.24836  0.48
H  -3.54754  1.21207  0.06345  0.50
H  -2.38194  0.08510  2.02150  0.51
H  -2.83297  -2.04141  0.07110  0.51

No. 5
DFT (ωB97M-V/def2-TZVPD) results for a 2-piece molecular cluster, C6H17N3 overall at a distorted geometry.

Properties
Kohn-Sham gap (alpha / beta): 0.28876 / 0.28866 Eh
Maximum force: 2.40 eV/A
E_HOMO (alpha / beta): -6.825 / -6.823 eV
LUMO energy (alpha / beta): 1.03 / 1.03 eV

Each line ends with the natural charge from an NBO analysis.
Element x y z (Å)
C  1.46391  -1.04962  -0.46255  0.22
C  1.90414  2.10393  0.86031  -0.45
C  2.01484  -0.82195  -1.83004  -0.66
C  0.86896  -2.37786  -0.13572  -0.67
N  1.28239  1.13735  -0.00744  -0.43
N  1.37785  -0.09775  0.45782  -0.26
H  1.60974  -0.29098  1.44199  0.37
H  1.65459  1.90855  1.91711  0.15
H  1.53389  3.09525  0.59017  0.21
H  3.00035  2.11081  0.77424  0.17
H  2.81197  -1.54277  -2.04419  0.21
H  -0.16072  -2.43126  -0.51836  0.25
H  1.23728  -0.94319  -2.58166  0.22
H  2.43130  0.17532  -1.89940  0.25
H  1.43994  -3.19207  -0.58150  0.21
H  0.83119  -2.53707  0.94124  0.21
C  -2.16427  0.07115  0.66984  -0.22
C  -3.04025  1.32455  0.72994  -0.62
N  -2.04305  -0.54145  -0.64811  -0.84
H  -2.97006  -0.78469  -0.98964  0.35
H  -1.61148  0.11596  -1.29574  0.36
H  -2.53571  -0.68464  1.37055  0.18
H  -1.15105  0.32824  0.99180  0.19
H  -2.67391  2.07492  0.03316  0.20
H  -4.07690  1.09676  0.48624  0.20
H  -3.03495  1.75249  1.72996  0.21

No. 6
DFT (ωB97M-V/def2-TZVPD) results for a 2-piece molecular cluster, C6H17N3 overall at a distorted geometry.

Properties
Structure (SMILES): [H]/N=C(\C)N.CC(C)CN
Kohn-Sham gap: 0.36369 Eh
Maximum force: 1.34 eV/A
E_HOMO: -8.979 eV
LUMO energy: 0.92 eV

Each line ends with the natural charge from an NBO analysis.
Element x y z (Å)
H  1.03195  -2.31375  -0.82128  0.35
N  0.08322  -2.08675  -1.09973  -0.74
C  -0.73973  -2.01283  -0.12736  0.45
C  -0.45864  -2.30421  1.33058  -0.70
N  -2.05586  -1.74806  -0.41971  -0.82
H  -1.05538  -1.66086  1.96928  0.22
H  0.59560  -2.14813  1.55110  0.24
H  -0.71567  -3.34106  1.55808  0.23
H  -2.29940  -1.84998  -1.39248  0.40
H  -2.75901  -2.05371  0.23118  0.38
C  0.69491  1.77649  1.25534  -0.61
C  0.07677  1.10420  0.03486  -0.22
C  -1.17443  1.84554  -0.42683  -0.60
C  1.05009  0.92899  -1.12508  -0.23
N  2.37121  0.49410  -0.69478  -0.85
H  1.51810  1.18345  1.64462  0.21
H  1.07092  2.76743  0.99875  0.19
H  -0.04902  1.88807  2.04230  0.21
H  -0.23247  0.07949  0.32777  0.20
H  -1.61899  1.34261  -1.28195  0.21
H  -0.93000  2.86770  -0.71113  0.20
H  -1.91517  1.87785  0.36926  0.20
H  0.63164  0.06792  -1.73069  0.23
H  1.08990  1.85968  -1.71960  0.16
H  2.88262  1.26088  -0.26873  0.35
H  2.90685  0.17491  -1.49376  0.36

Calculated total energy across the listed records, respectively: -348.056346; -347.858074; -423.291481; -648.937179; -402.968650; -403.074168 hartree.